An isolated molecule of C4H3NO2S. Source: OMol25; level of theory: the ωB97M-V functional and the def2-TZVPD basis.

Each line ends with the natural charge from an NBO analysis.
Positions of all 11 atoms, in Å:
C -1.516122 0.399101 0.961051  -0.284
C -0.417162 -0.128321 0.436836  -0.160
S 1.244324 0.469185 1.380136  -0.091
C -0.422481 -0.974757 -0.715376  0.600
O -1.410182 -1.519849 -1.109489  -0.502
N 0.728163 -0.917261 -1.479437  -0.603
C 1.764007 -0.295665 -1.359937  0.914
O 2.814307 0.141353 -1.395558  -0.450
H -1.589390 1.017098 1.756107  0.214
H -2.340305 0.044241 0.386089  0.226
H 1.144841 1.764874 1.139579  0.136

Atoms 1-3, force components in eV/Å:
0.612 -2.728 -3.270
1.982 2.909 4.460
-1.675 -1.697 -0.988

Properties
Total charge: 0
HOMO energy (eV): -9.95
ΔE to the lowest compared entry with this formula, charge and spin (eV): 1.7343
LUMO (eV): -0.41
SMILES string: C=C(S)C(=O)N=C=O

A structure of composition C4H3NO3. Source: OMol25; level of theory: the ωB97M-V functional and the def2-TZVPD basis.

Each line ends with the natural charge from an NBO analysis.
Positions of all 11 atoms, in Å:
C 0.591599 1.308128 -1.441771  0.100
C 0.194761 0.400350 -0.526227  0.142
C 0.154172 -1.335226 0.973763  0.834
C -1.214616 0.291199 0.037320  0.073
H -1.092394 2.047092 -1.553061  0.461
H 1.798315 1.435328 -1.515897  0.216
H -1.956255 0.860816 -0.177033  0.182
N -1.112904 -0.598911 1.056904  -0.416
O 0.013795 2.592232 -1.575191  -0.605
O 0.917897 -0.831986 0.015503  -0.451
O 0.403953 -2.277440 1.758332  -0.536

Atoms 1-3, force components in eV/Å:
5.695 1.977 2.416
-2.033 -2.324 -0.119
-1.590 -1.755 3.454

Properties
Total charge: 0
HOMO energy (eV): -10.01
ΔE to the lowest compared entry with this formula, charge and spin (eV): 5.1228
LUMO (eV): -1.32

A structure of composition C4H3NOS. Source: OMol25; level of theory: the ωB97M-V functional and the def2-TZVPD basis.

Each line ends with the Mulliken spin population.
Positions of all 10 atoms, in Å:
C -0.325616 1.333478 -0.012106  0.009
C 1.002914 1.125172 0.065176  0.420
C -1.276993 0.307900 0.152970  0.309
C 0.029268 -1.232872 0.081066  0.313
N -0.309708 -2.390453 -0.005856  0.296
O -2.431009 0.162621 0.038122  0.452
S 1.614865 -0.505498 0.068702  0.132
H -0.488681 2.394614 -0.210768  0.001
H 1.836764 1.915277 -0.037767  0.015
H 0.348199 -3.110242 -0.139540  0.053

Atoms 1-3, force components in eV/Å:
0.048 0.405 0.148
3.537 0.585 -0.389
2.866 1.466 -0.466

Properties
Total charge: 0
Multiplicity: 3
HOMO energy (alpha / beta) (eV): -6.43 / -9.20
ΔE to the lowest compared entry with this formula, charge and spin (eV): 0.8856
LUMO (alpha / beta) (eV): 0.61 / -2.63

An isolated molecule of C4H3NS. Source: OMol25; level of theory: the ωB97M-V functional and the def2-TZVPD basis.

Each line ends with the natural charge from an NBO analysis.
Positions of all 9 atoms, in Å:
C 0.619355 0.472564 -1.890068  -0.314
C 0.810489 0.692201 -3.124558  0.263
C -0.006876 0.038106 0.080011  0.205
C -0.600830 -0.472208 1.343753  -0.696
N -0.506047 0.241448 -1.065250  -0.444
S 1.736055 0.448681 -0.240619  0.224
H -0.090486 0.102618 2.096580  0.234
H -0.360499 -1.553482 1.390074  0.264
H -1.601160 0.030070 1.410076  0.264

Atoms 1-3, force components in eV/Å:
0.354 0.138 5.123
0.847 0.376 -2.300
1.595 0.215 -0.530

Properties
Total charge: 0
HOMO energy (alpha / beta) (eV): -9.95 / -9.95
ΔE to the lowest compared entry with this formula, charge and spin (eV): 4.4684
LUMO (alpha / beta) (eV): -2.04 / -2.04

An isolated molecule of C4H3NS2. Source: OMol25; level of theory: the ωB97M-V functional and the def2-TZVPD basis.

Each line ends with the natural charge from an NBO analysis.
Positions of all 10 atoms, in Å:
C 2.021545 -0.077505 0.879919  -0.681
C 0.554141 -0.344757 0.631754  -0.137
S -0.245383 -1.327248 1.676896  0.163
C -0.095478 0.283808 -0.538225  -0.285
S 0.611813 1.402272 -1.496471  0.224
C -1.517563 -0.002679 -0.818773  0.225
N -2.672535 -0.068711 -0.978002  -0.240
H 2.302211 -0.696305 1.714278  0.243
H 2.052980 0.954977 1.289918  0.244
H 2.713811 -0.131300 0.026976  0.246

Atoms 1-3, force components in eV/Å:
-0.486 1.187 0.333
0.366 -1.183 0.543
0.001 0.729 -0.910

Properties
Total charge: 0
HOMO energy (eV): -9.49
ΔE to the lowest compared entry with this formula, charge and spin (eV): 0.5938
LUMO (eV): -2.73
SMILES string: CC(=S)C(=S)C#N

A structure of composition C4H3O2Sn. Source: OMol25; level of theory: the ωB97M-V functional and the def2-TZVPD basis.

Each line ends with the natural charge from an NBO analysis.
Positions of all 10 atoms, in Å:
O -0.327524 -1.893894 2.372292  -1.180
C -1.436270 0.480394 0.418379  -1.088
C -0.643947 0.392258 -0.665647  0.038
C 0.081596 0.581553 -1.703878  -0.291
C 1.116827 0.771716 -2.582860  0.281
O 1.200276 1.624411 -3.519997  -0.685
H -0.022927 -2.452786 1.619731  0.471
H 2.031376 0.168523 -2.363620  0.099
Sn -0.805093 -0.183284 2.139096  1.123
H -2.283273 1.177144 0.309094  0.231

Atoms 1-3, force components in eV/Å:
2.498 -6.910 -0.957
-1.362 0.251 -2.928
1.707 1.042 -2.811

Properties
Total charge: -1
HOMO energy (eV): -3.14
ΔE to the lowest compared entry with this formula, charge and spin (eV): 0.1715
LUMO (eV): 3.37

The ion C4H3O3 with charge -1. Source: OMol25; level of theory: the ωB97M-V functional and the def2-TZVPD basis.

Each line ends with the natural charge from an NBO analysis.
Positions of all 10 atoms, in Å:
O -0.058166 0.459703 3.233289  -0.533
C -0.713704 0.722962 2.288794  0.681
C -1.143617 0.931571 1.100566  -0.609
C -0.682887 0.172133 -0.150579  0.349
O -0.932169 0.670982 -1.247882  -0.774
C 0.152685 -0.887392 0.060622  -0.194
O 0.524983 -1.667937 -1.169465  -0.788
H -2.113035 1.294431 0.937577  0.240
H 0.208994 -1.354452 0.980737  0.151
H 0.502894 -1.062737 -1.981110  0.477

Atoms 1-3, force components in eV/Å:
-0.811 0.433 0.195
2.218 -0.819 0.917
-1.016 -0.346 -0.906

Properties
Total charge: -1
HOMO energy (eV): -2.13
ΔE to the lowest compared entry with this formula, charge and spin (eV): 1.5584
LUMO (eV): 3.86
SMILES string: O=C=C/C([O-])=C/O

The ion C4H3O3 with charge -1. Source: OMol25; level of theory: the ωB97M-V functional and the def2-TZVPD basis.

Each line ends with the natural charge from an NBO analysis.
Positions of all 10 atoms, in Å:
O 3.100656 0.724006 -0.477536  -0.573
C 2.278224 -0.104469 -0.153093  0.655
C 1.320511 -0.839785 0.272661  -0.572
C -0.115612 -0.564909 -0.244983  0.309
O -0.683487 -1.585526 -0.718827  -0.796
C -0.430759 0.729900 -0.073186  -0.145
O -1.692672 1.331436 -0.368911  -0.730
H 1.670165 -1.800642 0.720385  0.236
H 0.380232 1.327945 0.554321  0.158
H -2.177458 0.661083 -0.655502  0.458

Atoms 1-3, force components in eV/Å:
-1.591 -2.186 0.595
2.574 3.495 -1.007
0.261 -1.825 0.440

Properties
Total charge: -1
HOMO energy (eV): -2.39
ΔE to the lowest compared entry with this formula, charge and spin (eV): 1.6572
LUMO (eV): 4.01
SMILES string: O=C=C/C([O-])=C/O

- Number 3 is which compound?
  C4H3NOS

- What is the total charge in the second record?
  0

- total charge of number 4 (C4H3NS)?
  0

- Which value of ΔE to the lowest compared entry with this formula, charge and spin does entry 5 give?
  0.5938 eV